Record 1
ORCA calculation (ωB97M-V with the def2-TZVPD basis set) on 2 unconnected molecules or ions with the total composition C3H5N2O.

Results
HOMO-LUMO gap, eV: 11.5459
HOMO level, eV: -15.892
Net charge: +1
LUMO level, eV: -4.3465

XYZ file:
```
11
Properties=species:S:1:pos:R:3:forces:R:3:mulliken_charge:R:1
C -0.576 -0.689 0.032 0.8 -1.0 0.8 0.566
C 2.231 0.460 -0.128 1.3 -1.2 0.1 0.510
C -1.533 0.313 -0.072 -2.4 1.9 2.8 -0.837
N -0.136 -1.730 0.203 0.6 -1.0 0.4 -0.020
N 1.059 0.725 -0.211 -2.3 3.8 -0.1 -0.486
O 3.234 -0.083 -0.050 1.0 0.1 0.0 -0.269
H -2.279 -0.092 -0.695 -1.2 -0.3 -1.0 0.332
H -1.161 1.242 -0.437 0.0 0.3 -0.4 0.286
H -2.075 0.546 0.981 1.5 -0.8 -2.2 0.329
H 0.518 -2.432 0.531 -0.3 0.1 -0.4 0.333
H 0.719 1.738 -0.155 1.1 -2.0 -0.1 0.256
```
Positions in Å, forces in eV/Å.


Record 2
ORCA calculation (ωB97M-V with the def2-TZVPD basis set) on 2 unconnected molecules or ions with the total composition C3H8OS2.

Results
<S²>: 0.754
HOMO-LUMO gap (spin up / spin down), eV: 8.5447 / 4.7110
HOMO level (spin up / spin down), eV: -12.616 / -12.606
Net charge: +1
LUMO level (spin up / spin down), eV: -4.0712 / -7.8955
Spin multiplicity: 2

XYZ file:
```
14
Properties=species:S:1:pos:R:3:forces:R:3:mulliken_spin:R:1
S 1.768 1.773 -0.617 -0.1 0.1 0.2 0.010
S 0.816 2.460 1.096 0.2 -0.1 -0.3 0.000
H 1.542 2.831 -1.419 0.0 -0.1 0.1 0.000
H 1.912 2.943 1.703 -0.1 0.0 0.0 0.000
C -0.834 -0.640 0.341 -0.1 -0.6 -0.3 0.026
C -1.369 -1.727 -0.489 0.5 1.4 -0.1 0.347
C -1.488 -3.028 -0.059 -0.3 -1.2 0.0 0.285
O -1.992 -3.927 -0.857 0.2 0.0 0.5 0.211
H -1.517 0.209 0.255 0.1 0.2 0.2 0.037
H -0.631 -0.930 1.366 -0.1 0.1 0.1 -0.001
H 0.112 -0.306 -0.119 -0.1 0.2 -0.1 0.075
H -1.640 -1.472 -1.509 -0.2 -0.3 0.0 0.009
H -1.194 -3.389 0.921 0.1 0.4 0.2 0.009
H -2.011 -4.780 -0.384 -0.2 -0.1 -0.5 -0.008
```
Positions in Å, forces in eV/Å.


Record 3
ORCA calculation (ωB97M-V with the def2-TZVPD basis set) on 2 unconnected molecules or ions with the total composition C16H9Cl2F3NO4S2.

Results
HOMO-LUMO gap, eV: 5.6222
HOMO level, eV: -3.463
Net charge: -1
LUMO level, eV: 2.1588

XYZ file:
```
37
Properties=species:S:1:pos:R:3:forces:R:3:mulliken_charge:R:1
Cl -4.934 3.875 0.110 -0.7 0.1 0.2 -0.237
C -3.234 3.677 0.193 1.2 -0.2 0.1 0.310
C -2.703 2.384 0.292 0.5 0.2 -0.2 -0.709
C -1.326 2.203 0.150 -0.9 0.4 -0.1 -0.193
C -0.527 3.320 -0.073 0.8 0.0 0.0 -0.136
S 1.246 3.026 -0.141 -1.1 -0.6 2.9 1.289
C 1.439 2.386 1.551 -1.4 -0.2 -2.4 -0.574
Cl 2.008 3.555 2.637 0.6 1.0 1.1 -0.243
O 1.477 1.971 -1.096 -0.1 -0.3 -0.4 -0.721
O 1.905 4.285 -0.314 0.5 0.7 -0.4 -0.729
C -1.011 4.618 0.033 -0.7 -0.5 -0.1 -0.353
C -2.394 4.792 0.143 0.1 -0.5 0.0 -0.537
H -3.342 1.528 0.461 -0.1 0.1 -0.1 0.395
H -0.878 1.217 0.275 -0.2 0.2 -0.3 0.438
H 0.442 2.012 1.859 0.8 0.3 -0.2 0.254
H -0.329 5.458 0.048 0.0 -0.1 -0.2 0.459
H -2.810 5.784 0.183 -0.2 0.2 0.0 0.400
F 1.100 -5.356 7.339 0.1 0.9 -0.7 -0.240
C 1.217 -4.287 6.489 -0.6 0.1 1.0 0.712
F -0.041 -3.900 6.125 1.0 -0.2 0.7 -0.238
F 1.793 -3.266 7.183 -0.9 -0.9 -0.4 -0.227
S 2.179 -4.733 5.059 0.1 1.0 -0.3 -0.151
N 2.106 -3.139 4.428 0.0 -2.8 0.8 -0.081
C 3.096 -2.165 4.707 0.5 1.1 0.0 0.347
O 4.013 -2.272 5.498 -1.0 -0.2 -0.7 -0.628
C 2.752 -1.084 3.762 0.0 -0.5 0.4 0.312
C 1.662 -1.470 2.997 0.2 0.1 -0.7 0.700
C 1.370 -0.847 1.803 -0.3 0.0 0.0 -0.915
C 2.233 0.153 1.346 0.2 0.0 -0.4 -0.210
C 3.353 0.534 2.120 0.2 -0.6 0.5 -0.506
C 3.565 -0.025 3.373 0.3 0.5 -0.6 -0.784
C 1.203 -2.822 3.391 -0.5 0.2 -0.1 0.353
O 0.332 -3.543 2.949 1.0 0.7 0.6 -0.622
H 0.495 -1.160 1.242 0.2 -0.1 -0.2 0.489
H 2.115 0.499 0.322 0.3 -0.2 0.4 0.718
H 4.015 1.287 1.706 -0.1 0.0 0.3 0.442
H 4.348 0.305 4.047 0.2 -0.1 -0.3 0.418
```
Positions in Å, forces in eV/Å.